(1)
The following is a quantum chemistry calculation of an isolated molecule of C5H6N2O in a non-equilibrium geometry, from the Open Molecules 2025 dataset.

Output
electronic energy: -10306.009 eV
highest occupied orbital energy: -8.206 eV
strongest force on any atom: 7.632 eV/Å
SMILES: NC1=CC(=O)C=C1N

Bonds (Å) are listed after each position.
Atoms and positions in Å:
1 O 2.551 1.110 0.667  C7 1.286
2 N -1.014 -1.225 -1.564  C8 1.377, H9 1.114, H11 1.148
3 N -2.334 0.052 0.393  C4 1.391, H10 1.013, H14 1.102
4 C -0.946 0.122 0.430  N3 1.391, C5 1.414, C8 1.564
5 C 0.081 0.271 1.391  C4 1.414, C7 1.567, H13 1.117
6 C 1.217 -0.185 -0.748  C7 1.532, C8 1.426, H12 1.012
7 C 1.411 0.519 0.599  O1 1.286, C5 1.567, C6 1.532
8 C -0.191 -0.392 -0.840  N2 1.377, C4 1.564, C6 1.426
9 H -1.950 -0.932 -2.093  N2 1.114
10 H -2.745 0.557 1.170  N3 1.013
11 H -0.582 -1.873 -2.408  N2 1.148
12 H 1.949 -0.645 -1.274  C6 1.012
13 H -0.066 1.015 2.211  C5 1.117
14 H -3.013 -0.806 0.261  N3 1.102

Atomic partial charges in e from the natural (NBO) method, atoms 1 to 6: -0.542, -0.842, -0.843, 0.248, -0.397, -0.364



(2)
The following is a quantum chemistry calculation of a cluster of 2 separate species, C5H6N2O2S in total in a non-equilibrium geometry, from the Open Molecules 2025 dataset.

Output
electronic energy: -23186.792 eV
highest occupied orbital energy: -8.952 eV
strongest force on any atom: 4.842 eV/Å

Bonds (Å) are listed after each position.
Atoms and positions in Å:
1 S -0.646 -2.996 -0.169  O2 1.449, O3 1.440, C7 1.759
2 O -0.737 -4.439 -0.086  S1 1.449
3 O -0.335 -2.332 -1.409  S1 1.440
4 N -0.311 1.990 -0.393  C6 1.412, C8 1.372, H12 0.999
5 N -1.749 0.428 0.173  C8 1.288, C10 1.343
6 C 0.439 0.848 -0.040  N4 1.412, C9 1.521, C10 1.358
7 C -0.153 -2.016 1.206  S1 1.759, H11 1.108
8 C -1.629 1.640 -0.245  N4 1.372, N5 1.288, H13 1.160
9 C 1.954 0.919 -0.160  C6 1.521, H14 1.113, H15 1.010, H16 1.124
10 C -0.504 -0.026 0.396  N5 1.343, C6 1.358
11 H -0.985 -2.157 1.925  C7 1.108
12 H 0.137 2.875 -0.511  N4 0.999
13 H -2.512 2.363 -0.453  C8 1.160
14 H 2.314 1.297 0.823  C9 1.113
15 H 2.208 1.660 -0.797  C9 1.010
16 H 2.509 -0.054 -0.259  C9 1.124

Atomic partial charges in e from the natural (NBO) method, atoms 1 to 6: 1.983, -0.823, -0.834, -0.534, -0.515, 0.031



(3)
The following is a quantum chemistry calculation of an isolated molecule of C5H6N2O2S in a non-equilibrium geometry, from the Open Molecules 2025 dataset.

Output
electronic energy: -23185.685 eV
highest occupied orbital energy (spin up / spin down): -8.591 / -8.590 eV
strongest force on any atom: 4.118 eV/Å

Bonds (Å) are listed after each position.
Atoms and positions in Å:
1 S -1.248 0.465 -1.053  O3 1.452, C6 2.022, C8 1.922
2 O 1.173 1.867 0.327  N4 1.293, C10 1.231
3 O -1.584 1.866 -0.872  S1 1.452
4 N 0.455 1.085 1.064  O2 1.293, C6 1.335
5 N -2.494 -2.655 0.858  C7 1.150
6 C -0.040 -0.017 0.495  S1 2.022, N4 1.335, C8 1.432, C9 1.564
7 C -1.995 -1.626 0.741  N5 1.150, C8 1.419
8 C -1.425 -0.328 0.690  S1 1.922, C6 1.432, C7 1.419, H14 1.066
9 C 0.738 -1.293 0.036  C6 1.564, H12 1.131, H13 1.110, H16 1.146
10 C 1.659 1.667 -0.787  O2 1.231, H11 1.094, H15 1.107
11 H 2.177 2.600 -1.028  C10 1.094
12 H 0.413 -2.266 0.512  C9 1.131
13 H 1.796 -1.136 0.334  C9 1.110
14 H -2.041 0.364 1.218  C8 1.066
15 H 1.617 0.764 -1.425  C10 1.107
16 H 0.798 -1.356 -1.107  C9 1.146

Atomic partial charges in e from the natural (NBO) method, atoms 1 to 6: 1.070, -0.129, -0.943, -0.253, -0.288, 0.011



(4)
The following is a quantum chemistry calculation of an isolated molecule of C5H6N2S in a non-equilibrium geometry, from the Open Molecules 2025 dataset.

Output
electronic energy: -19094.811 eV
highest occupied orbital energy: -8.316 eV
strongest force on any atom: 7.733 eV/Å
SMILES: CN/C=C(\C#N)C=S

Bonds (Å) are listed after each position.
Atoms and positions in Å:
1 S 2.719 2.414 0.025  C5 1.639
2 N 0.794 -1.694 -2.010  C4 1.196
3 N -1.088 0.140 0.873  C6 1.264, C7 1.446, H9 1.140
4 C 0.677 -0.770 -1.259  N2 1.196, C8 1.463
5 C 1.984 1.175 -0.757  S1 1.639, C8 1.373, H14 1.246
6 C 0.009 0.686 0.565  N3 1.264, C8 1.362, H13 1.164
7 C -1.834 -1.009 0.411  N3 1.446, H10 1.065, H11 1.117, H12 1.109
8 C 0.838 0.466 -0.493  C4 1.463, C5 1.373, C6 1.362
9 H -1.260 0.537 1.927  N3 1.140
10 H -1.379 -1.925 0.708  C7 1.065
11 H -2.888 -1.061 0.779  C7 1.117
12 H -1.821 -0.919 -0.694  C7 1.109
13 H 0.439 1.496 1.283  C6 1.164
14 H 2.809 0.463 -1.361  C5 1.246

Atomic partial charges in e from the natural (NBO) method, atoms 1 to 6: -0.070, -0.338, -0.503, 0.262, -0.247, 0.200



(5)
The following is a quantum chemistry calculation of the ion C5H6N3 with charge +1 in a non-equilibrium geometry, from the Open Molecules 2025 dataset.

Output
electronic energy: -9740.474 eV
highest occupied orbital energy: -14.113 eV
strongest force on any atom: 5.510 eV/Å
net charge: +1
SMILES: C=C/C=C\C=N\[N+]#N

Bonds (Å) are listed after each position.
Atoms and positions in Å:
1 N -4.082 0.215 -0.024  N2 1.130
2 N -3.011 -0.132 -0.107  N1 1.130, N3 1.210
3 N -1.824 -0.258 0.092  N2 1.210, C4 1.332
4 C -1.082 -1.363 0.037  N3 1.332, C8 1.427, H12 1.090
5 C -0.425 1.492 0.426  C7 1.326, H13 1.118, H14 1.064
6 C 1.079 -0.246 -0.225  C7 1.358, C8 1.369, H10 1.049
7 C 0.514 0.983 -0.359  C5 1.326, C6 1.358, H11 1.064
8 C 0.341 -1.338 0.144  C4 1.427, C6 1.369, H9 1.109
9 H 0.858 -2.305 -0.019  C8 1.109
10 H 2.011 -0.251 -0.705  C6 1.049
11 H 0.828 1.664 -1.115  C7 1.064
12 H -1.502 -2.327 -0.248  C4 1.090
13 H -0.731 2.556 0.277  C5 1.118
14 H -0.759 0.995 1.305  C5 1.064

Atomic partial charges in e from the natural (NBO) method, atoms 1 to 6: 0.176, 0.253, -0.297, 0.174, -0.156, 0.013



(6)
The following is a quantum chemistry calculation of an isolated molecule of C5H6N4 in a non-equilibrium geometry, from the Open Molecules 2025 dataset.

Output
electronic energy: -11235.788 eV
highest occupied orbital energy (spin up / spin down): -8.115 / -8.009 eV
strongest force on any atom: 3.615 eV/Å

Bonds (Å) are listed after each position.
Atoms and positions in Å:
1 N -0.302 -1.581 0.001  N3 1.334, C8 1.353
2 N -3.160 0.428 -0.103  C6 1.271, C9 1.399
3 N -1.247 -0.640 -0.040  N1 1.334, C5 1.366, C6 1.363
4 N 1.410 0.062 -0.061  C7 1.425, C8 1.282
5 C -1.055 0.708 -0.140  N3 1.366, C9 1.358
6 C -2.607 -0.711 0.006  N2 1.271, N3 1.363, H10 1.055
7 C 2.755 0.525 0.035  N4 1.425, H12 1.126, H14 1.104, H15 1.132
8 C 0.976 -1.138 0.056  N1 1.353, N4 1.282, H11 1.136
9 C -2.198 1.424 -0.301  N2 1.399, C5 1.358, H13 1.124
10 H -3.247 -1.505 0.277  C6 1.055
11 H 1.667 -1.983 0.369  C8 1.136
12 H 2.916 1.503 0.571  C7 1.126
13 H -2.414 2.523 -0.399  C9 1.124
14 H 3.196 -0.260 0.674  C7 1.104
15 H 3.309 0.645 -0.944  C7 1.132

Atomic partial charges in e from the natural (NBO) method, atoms 1 to 6: -0.369, -0.386, -0.245, -0.382, 0.366, 0.164